[1]
Here is a single C3H6OS2 molecule at a distorted geometry from OMol25. Energies are from ωB97M-V/def2-TZVPD.

```
12
Properties=species:S:1:pos:R:3:forces:R:3
O 0.755586 -2.407268 -1.292015 -0.2 -0.2 1.2
C 0.734269 -1.840113 -0.222036 1.2 1.9 -1.9
C 0.483445 -0.327501 -0.148056 0.4 0.6 1.6
C -1.015301 -0.195979 -0.063012 0.2 1.9 -0.2
S -1.458845 1.672303 -0.110828 -0.6 -1.0 -1.1
S -0.265241 2.827775 1.003092 0.9 0.3 1.0
H 0.983653 -2.260806 0.744040 -0.2 -0.9 0.4
H 0.916031 0.158102 0.788374 -0.4 -1.0 -0.8
H 0.876290 0.346104 -0.915541 0.0 -0.9 -0.6
H -1.489411 -0.618422 -0.968617 0.0 0.3 0.6
H -1.380217 -0.604344 0.867899 -0.4 -0.2 0.0
H 0.859741 3.250151 0.316696 -0.8 -0.7 -0.3
```
Forces are in eV/Å.

Results
HOMO-LUMO gap: 9.7 eV
Largest force on an atom: 2.94 eV/Å
ΔE to the lowest compared entry with this formula, charge and spin: 118.3 kJ/mol
Highest occupied orbital energy: -9.38 eV
Spin multiplicity: 1
Energy: -26925.2164 eV
SMILES: O=CCCSS
Net charge: 0

Atom charges from the Löwdin analysis, given in e for atoms 1 to 2: number 1, O, carries 0.0604; number 2, C, carries -0.2513

---

[2]
Here is 2 unconnected molecules or ions with the total composition C40H46N3O3 at a distorted geometry from OMol25. Energies are from ωB97M-V/def2-TZVPD.

```
92
Properties=species:S:1:pos:R:3:forces:R:3
C 8.549035 0.657987 2.929071 0.0 -0.1 0.1
O 7.938079 -0.647897 2.917518 -1.1 0.1 0.4
C 6.593552 -0.772608 3.077090 0.2 0.2 -0.7
C 6.073654 -2.090223 2.963987 0.4 0.4 0.2
C 4.720165 -2.280685 2.828011 -0.2 0.3 -0.4
C 3.819166 -1.176874 2.775229 0.1 0.3 -0.1
C 2.471895 -1.351959 2.271944 -0.7 -0.6 2.7
C 1.432289 -0.415655 2.483522 0.9 0.1 -0.9
C 0.107378 -0.750962 2.767118 -0.9 0.8 0.2
N -0.859804 0.141550 3.099792 1.3 -1.6 -0.3
C -2.158585 -0.284847 3.653156 -0.4 0.1 0.7
C -2.896251 -1.268863 2.747333 0.1 -0.3 -0.3
C -4.381052 -1.444932 2.984366 -0.1 -0.1 0.1
C -5.289873 -1.238378 1.936866 0.1 0.1 0.5
C -6.659649 -1.398397 2.163036 0.1 -0.1 0.2
C -7.121074 -1.801825 3.422668 0.3 0.0 -0.1
C -6.206188 -2.049836 4.454960 0.2 0.1 -0.1
C -4.835799 -1.875764 4.235624 -0.4 0.1 -0.3
C -2.874005 1.046010 3.881924 -1.0 0.5 0.4
O -4.000290 1.212586 4.343084 1.7 -0.4 -0.7
N -2.023981 2.038495 3.476288 -0.3 -0.5 0.1
C -2.370936 3.426985 3.657004 0.2 0.4 0.0
C -0.672682 1.606223 3.135698 0.0 0.6 0.0
C 0.311707 2.039074 4.236239 -0.1 0.0 0.2
C -0.268316 2.179761 1.770213 -0.3 -0.1 -0.2
C 4.334453 0.094095 3.154630 0.0 -0.3 -0.4
C 5.702817 0.315667 3.243249 0.2 -0.2 0.1
H 9.618590 0.437441 2.931112 -0.2 0.2 0.0
H 8.293699 1.237030 2.026215 0.0 -0.3 0.3
H 8.276010 1.224680 3.833902 0.1 -0.3 -0.3
H 6.787868 -2.912467 2.927032 -0.3 0.2 0.1
H 4.322325 -3.290559 2.749882 0.1 0.1 -0.3
H 2.204434 -2.382810 2.029235 -0.1 0.3 0.4
H 1.713364 0.638407 2.460295 0.0 -0.6 0.3
H -0.190496 -1.810559 2.819104 0.1 0.6 -0.1
H -2.018417 -0.773697 4.639495 0.0 0.4 -0.4
H -2.720795 -0.966103 1.705807 0.0 -0.1 0.2
H -2.399214 -2.236108 2.926199 -0.2 0.2 -0.3
H -4.909073 -0.940564 0.954472 -0.2 0.0 0.3
H -7.364125 -1.205535 1.352085 0.2 -0.1 0.3
H -8.190096 -1.934269 3.598311 0.3 0.1 -0.1
H -6.551289 -2.372261 5.439152 0.0 0.1 -0.3
H -4.107759 -2.070613 5.029494 -0.4 0.1 -0.2
H -3.453639 3.499229 3.781315 0.2 -0.1 0.0
H -1.870814 3.857732 4.535492 -0.2 -0.1 -0.1
H -2.064018 4.003024 2.780078 -0.1 0.0 0.1
H -0.159453 1.896446 5.217592 0.2 0.0 -0.2
H 1.235198 1.457285 4.204228 -0.1 0.2 0.1
H 0.561021 3.100005 4.109915 -0.1 -0.3 0.1
H -1.049303 1.946270 1.034360 0.2 0.1 0.2
H -0.143700 3.266952 1.854019 -0.1 -0.3 -0.1
H 0.669581 1.761108 1.404291 -0.1 0.2 0.0
H 3.644420 0.923278 3.326347 0.3 -0.2 -0.3
H 6.097286 1.324514 3.398464 -0.3 -0.4 0.0
O 2.642503 -4.487805 -0.071241 0.1 0.5 0.7
C 2.126142 -3.827742 -1.216222 -0.3 -0.5 -0.2
C 2.360998 -4.797304 -2.385202 -0.1 0.5 -0.1
C 2.335065 -6.170597 -2.143351 0.1 -0.2 -0.5
C 2.490560 -7.062523 -3.214311 0.0 0.3 0.0
C 2.657638 -6.585635 -4.519748 0.0 0.2 0.1
C 2.670367 -5.207398 -4.760717 -0.1 0.2 0.3
C 2.518257 -4.314719 -3.691738 0.0 -0.4 -0.1
C 0.628086 -3.523590 -1.079110 0.1 -0.5 0.0
C 0.061659 -3.411636 0.186770 -0.5 0.2 -0.1
C -1.265591 -2.987427 0.308154 0.2 0.0 -0.2
C -2.030087 -2.709062 -0.830055 0.1 -0.2 0.1
C -1.493964 -2.965565 -2.096220 0.3 0.2 0.2
C -0.159742 -3.356937 -2.222725 -0.4 0.3 0.4
C 2.818829 -2.477181 -1.397022 0.2 0.3 -0.9
C 4.287387 -2.586195 -1.809186 0.0 -0.3 0.1
C 4.909234 -1.281551 -1.323931 0.2 0.2 -0.3
C 3.931956 -0.703270 -0.303889 0.0 0.5 0.3
N 2.827668 -1.669298 -0.165599 0.1 0.1 -0.2
H 2.835882 -3.804055 0.600008 0.0 -0.3 -0.6
H 2.200982 -6.539383 -1.125279 0.1 0.1 -0.4
H 2.473711 -8.134946 -3.019454 0.0 0.3 -0.1
H 2.774275 -7.279527 -5.356599 0.0 0.2 0.3
H 2.794831 -4.806495 -5.772019 0.0 -0.3 0.4
H 2.500621 -3.233029 -3.876747 0.1 -0.6 0.0
H 0.632148 -3.689943 1.077938 -0.2 0.1 -0.3
H -1.694029 -2.898057 1.302560 0.0 -0.1 -0.4
H -3.047415 -2.319027 -0.727915 0.3 -0.3 0.0
H -2.100473 -2.853138 -2.992462 0.1 0.1 0.2
H 0.270650 -3.528360 -3.206424 -0.2 0.0 0.2
H 2.272652 -1.905554 -2.171299 0.1 -0.3 0.1
H 4.737343 -3.466975 -1.328321 -0.1 0.2 -0.1
H 4.370532 -2.714182 -2.892359 0.1 0.0 0.3
H 5.894822 -1.442048 -0.880650 -0.1 0.1 -0.1
H 5.006635 -0.579484 -2.157349 0.2 -0.1 0.1
H 4.420876 -0.569112 0.659721 0.0 0.1 -0.1
H 3.581764 0.295996 -0.612192 0.0 -0.3 0.0
H 1.934299 -1.202453 -0.025608 0.2 -0.1 -0.3
```
Forces are in eV/Å.

Results
HOMO-LUMO gap: 6.5 eV
Largest force on an atom: 2.85 eV/Å
ΔE to the lowest compared entry with this formula, charge and spin: 0.0 kJ/mol
Highest occupied orbital energy: -10.93 eV
Spin multiplicity: 1
Energy: -52832.5134 eV
Net charge: +1

Atom charges from the Löwdin analysis, given in e for atoms 1 to 2: number 1, C, carries -0.0426; number 2, O, carries -0.0636

---

[3]
Here is 7 unconnected molecules or ions with the total composition C7H28N14O7 at a distorted geometry from OMol25. Energies are from ωB97M-V/def2-TZVPD.

```
56
Properties=species:S:1:pos:R:3:forces:R:3
N -0.643536 0.849674 -1.056333 0.1 1.2 -1.5
C 0.385554 0.061066 -0.766114 0.0 -0.2 -1.5
N 0.248593 -0.678198 0.275033 0.3 -1.7 2.5
O 1.415982 -0.086351 -1.445930 0.4 2.0 -1.0
H -1.484057 0.864639 -0.496514 0.2 -0.1 -0.1
H -0.537825 1.267869 -1.969581 -0.7 0.1 -0.2
H -0.676981 -0.786191 0.664583 0.4 0.1 0.9
H 1.158602 -0.862840 0.672377 -0.5 -0.9 0.7
N -1.681000 3.859236 -2.454218 3.5 -4.4 5.2
C -2.410850 4.447221 -3.302794 -0.2 -0.3 -1.0
N -2.155807 5.704652 -3.253749 -0.4 6.3 -1.3
O -3.099232 3.822640 -4.024663 -3.4 -1.2 -3.3
H -1.389989 4.366310 -1.630636 0.1 -0.7 0.0
H -1.914916 2.877546 -2.413359 0.5 0.0 0.5
H -1.305623 6.015147 -2.805550 -0.4 0.2 -0.4
H -2.563564 6.261023 -3.991511 0.3 0.2 0.3
N 0.642995 -1.549071 4.777810 -2.4 -3.7 1.2
C 1.496214 -0.982209 3.978922 -2.8 -0.7 -0.9
N 1.877138 0.097288 4.526878 3.5 5.0 0.8
O 1.600400 -1.251370 2.803952 2.0 -0.3 -1.8
H 0.436467 -1.170076 5.690935 0.1 -0.9 -0.3
H 0.405471 -2.474917 4.451461 -0.5 -0.5 1.0
H 2.266075 0.691587 3.808791 0.1 1.0 0.9
H 1.408083 0.360424 5.381767 0.8 0.8 -0.5
N 1.296380 2.966207 -5.335944 0.5 2.6 -3.7
C 0.959962 2.102981 -4.425137 0.0 -0.6 2.2
N 1.994158 1.907083 -3.577114 1.6 -0.4 0.9
O -0.151371 1.658096 -4.317568 -1.7 -1.1 0.5
H 0.601074 3.179459 -6.036784 0.2 0.1 0.1
H 2.097590 3.572448 -5.232877 -0.3 -0.3 -0.1
H 1.916372 1.343988 -2.742265 -0.4 -0.5 -0.1
H 2.882974 1.846869 -4.053020 0.0 0.0 0.4
N -0.005121 -3.196782 2.224570 0.2 4.0 -4.0
C -0.111941 -4.277644 2.902282 3.3 0.3 2.8
N -1.123622 -4.937611 2.555746 -6.7 -5.4 -2.0
O 0.627665 -4.565847 3.820147 1.0 -0.5 2.0
H 0.713708 -2.504395 2.379439 0.6 -0.1 0.2
H -0.244159 -3.296017 1.248289 -0.2 0.4 0.0
H -1.732767 -4.667658 1.796698 0.4 0.3 0.2
H -1.440143 -5.808475 2.957646 0.8 0.2 0.3
N -4.445468 -0.591633 1.689820 -3.5 -1.9 -0.4
C -3.235550 -0.216098 1.908473 4.2 0.5 -6.2
N -3.052837 0.406772 2.977109 1.2 3.3 6.6
O -2.305228 -0.225778 1.057817 -1.2 -0.8 0.2
H -4.671455 -0.884887 0.750119 -0.1 -0.5 0.4
H -4.776912 -1.032059 2.536142 -1.2 -0.3 -0.7
H -3.830612 0.867594 3.427448 0.2 -0.2 0.1
H -2.134078 0.801154 3.120090 -0.2 -0.1 0.1
N 2.885645 -2.242855 -2.057113 -3.1 -1.3 -5.9
C 3.626319 -2.466629 -1.043077 2.5 -4.7 1.2
N 3.638242 -1.448379 -0.306548 0.7 6.0 4.8
O 4.255538 -3.476736 -0.720898 0.1 -0.9 -0.8
H 2.261051 -1.449555 -2.082757 0.0 -0.1 0.1
H 2.655136 -3.002224 -2.681869 0.2 0.1 0.2
H 3.104950 -0.659703 -0.643744 0.3 0.4 0.7
H 4.266303 -1.406788 0.483323 -0.3 0.0 -0.2
```
Forces are in eV/Å.

Results
HOMO-LUMO gap: 8.2 eV
Largest force on an atom: 8.85 eV/Å
ΔE to the lowest compared entry with this formula, charge and spin: 528.1 kJ/mol
Highest occupied orbital energy: -8.31 eV
Spin multiplicity: 1
Energy: -42909.7318 eV
SMILES: NC(N)=O.NC(N)=O.NC(N)=O.NC(N)=O.NC(N)=O.NC(N)=O.NC(N)=O
Net charge: 0

Atom charges from the Löwdin analysis, given in e for atoms 1 to 2: number 1, N, carries 0.2057; number 2, C, carries -0.6800

---

Question: Which value of ΔE to the lowest compared entry with this formula, charge and spin does entry 2 give?
Answer: 0.0 kJ/mol

---

Question: energy of number 2 (C40H46N3O3)?
Answer: -52832.5134 eV

---

Question: What is the ΔE to the lowest compared entry with this formula, charge and spin in the first record?
Answer: 118.3 kJ/mol